1.
Below is a molecular structure, C2H5N2O2 in a non-equilibrium geometry, with properties calculated with ωB97M-V/def2-TZVPD.

Each line ends with the Mulliken spin population.
Cartesian coordinates (Å):
O  1.908  -1.951  -0.095  -0.0265
N  1.035  0.110  -0.067  0.6198
C  -0.360  0.433  -0.137  0.0303
O  2.404  1.467  0.074  1.3171
H  2.679  1.430  -0.805  -0.0290
H  -0.907  -1.687  -0.909  0.0033
N  1.104  -1.165  -0.013  -0.0039
C  -0.438  -1.119  -0.004  0.0786
H  -0.991  -1.555  0.853  0.0088
H  -0.785  0.860  -1.068  0.0005
H  -0.752  1.178  0.726  0.0010

Forces on atoms 1 to 6 (eV/Å):
O 3.88 -3.22 0.08
N 2.05 1.54 -0.63
C -1.63 0.45 1.98
O 0.24 1.45 3.45
H 1.30 -0.04 -3.39
H 1.30 1.14 1.26

The spin multiplicity is 3. The calculation puts the gap between HOMO and LUMO (alpha / beta) at 10.560 / 7.565 eV. Its relative energy (zero: lowest compared OMol25 entry of this formula, charge and spin) is 74.3 kcal per mole. For the total energy, the calculation gives -9213.313 eV. The net charge is +1.


2.
Below is 2 unconnected molecules or ions with the total composition C7H18NO2 in a non-equilibrium geometry, with properties calculated with ωB97M-V/def2-TZVPD.

Each line ends with the Mulliken charge.
Cartesian coordinates (Å):
H  2.644  -0.486  -1.423  0.4856
H  0.609  2.725  2.314  0.2533
H  -1.420  0.653  -0.025  0.3472
H  0.948  0.392  -3.114  0.3384
H  0.251  2.917  0.553  0.3467
C  1.205  0.761  -0.357  1.2794
C  -0.851  -0.772  2.089  -1.2475
H  -1.774  -0.137  2.437  0.2569
C  -0.869  -1.304  0.683  0.2929
C  1.001  2.583  1.271  -0.7154
H  -0.848  -0.391  -1.106  0.3140
H  2.434  -0.825  0.307  0.4159
O  0.976  1.629  -1.251  -0.3513
H  1.854  3.169  1.115  0.3232
O  1.246  1.261  0.878  -0.2876
C  -2.179  -2.059  0.103  -1.2426
H  1.513  -1.427  -0.973  0.3628
H  -3.053  -1.357  0.273  0.3176
C  2.010  -0.497  -0.587  -1.5739
H  0.306  2.037  -2.952  0.3748
N  -0.747  -0.091  -0.142  -0.4414
H  -0.124  -2.141  0.445  0.1778
H  -0.826  -1.738  2.750  0.3379
H  0.091  -0.383  2.195  0.4190
H  -2.222  -3.062  0.698  0.3577
H  -2.153  -2.281  -1.027  0.3420
H  2.083  2.002  -3.141  0.2635
C  1.150  1.480  -2.703  -0.7471

Forces on atoms 1 to 6 (eV/Å):
H 1.71 1.21 -0.76
H 0.54 -0.94 -1.01
H -0.36 -0.12 0.71
H 0.86 2.07 1.16
H -0.20 0.70 0.43
C -0.08 -0.33 2.04

The spin multiplicity is 1. The calculation puts the gap between HOMO and LUMO at 10.705 eV. Its relative energy (zero: lowest compared OMol25 entry of this formula, charge and spin) is 66.9 kcal per mole. For the total energy, the calculation gives -13126.507 eV. The net charge is +1.


3.
Below is a molecular structure, C13H9CrNO4 in a non-equilibrium geometry, with properties calculated with ωB97M-V/def2-TZVPD.

Each line ends with the Mulliken spin population.
Cartesian coordinates (Å):
H  0.011  0.067  6.760  0.0019
H  2.081  -0.293  2.966  0.0011
H  2.279  -0.423  5.545  0.0008
C  -1.328  0.129  4.960  -0.0177
C  -1.734  0.022  -1.732  -0.0892
Cr  0.040  0.007  -1.311  2.7503
H  -0.947  -1.033  -5.741  0.0517
O  -2.877  -0.016  -1.908  0.1049
C  -0.064  0.711  -6.260  0.4047
H  -2.121  0.261  2.980  0.0009
C  1.297  -0.233  4.957  -0.0183
C  -0.062  -0.627  -6.222  0.3963
C  -0.010  -0.014  5.641  0.0555
C  0.009  -0.003  1.629  0.3396
H  -2.312  0.232  5.557  0.0007
H  -0.950  1.121  -5.797  0.0516
C  0.007  1.806  -1.744  -0.0820
O  0.033  2.969  -1.703  0.0971
C  -0.019  -0.010  2.955  0.0038
O  0.066  -2.938  -1.901  0.1003
O  2.963  -0.043  -2.001  0.0917
C  1.823  0.031  -1.797  -0.0876
N  0.115  0.008  0.473  -0.2554
C  1.214  -0.185  3.578  0.0394
H  0.850  1.111  -5.845  0.0524
C  0.029  -1.772  -1.816  -0.0829
H  0.860  -1.022  -5.805  0.0486
C  -1.252  0.138  3.580  0.0399

Forces on atoms 1 to 6 (eV/Å):
H -0.09 -0.26 -1.22
H 0.54 -0.10 -0.29
H -2.06 0.52 -1.15
C 2.11 -0.15 1.72
C -6.01 -0.42 -0.37
Cr 0.19 0.25 -3.09

The spin multiplicity is 5. The calculation puts the gap between HOMO and LUMO (alpha / beta) at 5.050 / 2.264 eV. Its relative energy (zero: lowest compared OMol25 entry of this formula, charge and spin) is 82.7 kcal per mole. For the total energy, the calculation gives -51704.024 eV. The net charge is +2.


4.
Below is 2 unconnected molecules or ions with the total composition CH3NO2P in a non-equilibrium geometry, with properties calculated with ωB97M-V/def2-TZVPD.

Each line ends with the Mulliken charge.
Cartesian coordinates (Å):
H  -2.187  -0.362  -1.245  -0.0972
C  1.800  0.120  0.268  0.6285
O  2.588  -0.723  0.607  -0.5473
O  -1.399  0.616  0.655  -0.7270
N  1.042  1.001  -0.076  -0.5878
P  -1.632  -0.737  -0.031  0.0177
H  0.147  1.063  0.392  0.4465
H  -0.359  -0.978  -0.571  -0.1334

Forces on atoms 1 to 6 (eV/Å):
H -0.34 0.03 -1.42
C 0.64 -0.57 0.62
O -1.26 1.52 -0.89
O 0.21 1.42 1.24
N 3.36 -0.83 -0.31
P -0.55 -1.00 1.06

The spin multiplicity is 1. The calculation puts the gap between HOMO and LUMO at 6.830 eV. Its relative energy (zero: lowest compared OMol25 entry of this formula, charge and spin) is 9.6 kcal per mole. For the total energy, the calculation gives -15960.488 eV. The net charge is -1.